Record 1
ORCA calculation (ωB97M-V/def2-TZVPD) on a 3-piece molecular cluster, C17H24BFNO6PS overall.

- SMILES = CNC[C@@]1(B(C)O)OS(=O)(=O)O[C@]1(F)[PH2]=O.c1ccccc1.c1ccccc1

Structure (XYZ):
```
52
Properties=species:S:1:pos:R:3:nbo_charge:R:1
C 1.74358 0.41692 2.15531 -0.42
N 1.35196 -0.39166 0.99008 -0.63
C 1.89974 -1.73761 0.98796 -0.23
C 1.00804 -2.84739 1.55506 -0.15
B 1.40197 -4.22617 0.76107 1.08
C 2.85947 -4.75676 0.93103 -1.04
O 0.47626 -4.90034 0.00809 -0.91
O 1.34206 -3.16477 2.95730 -0.70
S 0.11536 -3.85632 3.68275 2.55
O 0.30659 -5.25775 3.74903 -0.89
O -0.21100 -3.10538 4.83450 -0.88
O -0.96015 -3.59384 2.49155 -0.67
C -0.48241 -2.56697 1.67385 0.29
F -0.71399 -1.39238 2.37999 -0.35
P -1.51647 -2.39196 0.12933 1.49
O -2.20736 -3.61197 -0.32924 -1.05
H 2.61605 0.00024 2.66808 0.18
H 0.92965 0.47921 2.87626 0.21
H 2.00808 1.41977 1.82442 0.20
H 1.69949 0.07175 0.16181 0.36
H 2.84777 -1.81082 1.53748 0.21
H 2.13370 -2.00795 -0.04677 0.21
H 3.03447 -5.11961 1.94703 0.27
H 3.61192 -3.98973 0.72971 0.24
H 3.04102 -5.58928 0.25105 0.24
H 0.18297 -4.48306 -0.81060 0.52
H -2.38871 -1.34033 0.43377 -0.04
H -0.59613 -1.88363 -0.80963 -0.09
C -2.24647 1.38577 -1.61454 -0.17
C -2.58405 0.47444 -2.60564 -0.24
C -3.72011 0.67830 -3.37668 -0.21
C -4.51198 1.79731 -3.16137 -0.21
C -4.17146 2.71020 -2.17224 -0.21
C -3.04033 2.50262 -1.39606 -0.22
H -1.36301 1.23061 -1.00666 0.20
H -1.96436 -0.39697 -2.78065 0.20
H -3.98741 -0.03495 -4.14548 0.22
H -5.39589 1.95771 -3.76483 0.21
H -4.78923 3.58307 -2.00542 0.21
H -2.77549 3.21105 -0.62163 0.21
C 1.86580 3.18536 -1.27473 -0.23
C 2.23130 4.36583 -1.90614 -0.21
C 1.61452 5.55830 -1.55503 -0.21
C 0.63747 5.57127 -0.56905 -0.21
C 0.27422 4.39111 0.06375 -0.22
C 0.88598 3.19711 -0.29187 -0.17
H 2.34686 2.25541 -1.55360 0.20
H 2.99567 4.35620 -2.67218 0.21
H 1.89554 6.47860 -2.05021 0.22
H 0.15924 6.50210 -0.29326 0.22
H -0.48598 4.40118 0.83461 0.21
H 0.59522 2.27616 0.19862 0.19
```


Record 2
ORCA calculation (ωB97M-V/def2-TZVPD) on a 3-piece molecular cluster, C17H24Cl4N2O4S overall.

- SMILES = O=C1C=C(CCCCCCCSc2nnco2)C(=O)O1.ClCCCl.ClCCCl

Structure (XYZ):
```
52
Properties=species:S:1:pos:R:3:nbo_charge:R:1
O 4.13323 -4.28111 0.49345 -0.51
C 4.52848 -3.15782 0.47733 0.77
C 4.17929 -2.19078 1.66850 -0.29
C 4.32665 -0.97271 1.06494 -0.06
C 4.03448 0.35371 1.85370 -0.45
C 2.44438 0.57875 1.75674 -0.39
C 2.08323 1.49138 0.51426 -0.43
C 0.65899 1.19426 -0.10849 -0.42
C 0.69937 0.31492 -1.41213 -0.41
C 1.04924 -1.20385 -1.18035 -0.41
C 0.10201 -1.95304 -0.17747 -0.54
S -1.54688 -2.29510 -0.93730 0.28
C -2.80873 -1.58122 0.14708 0.31
N -4.04432 -1.45454 -0.35665 -0.32
N -4.79989 -0.85919 0.62573 -0.27
C -3.99943 -0.67150 1.66841 0.24
O -2.70304 -1.11801 1.43592 -0.43
C 4.75425 -1.14572 -0.42556 0.77
O 4.64811 -0.37476 -1.31195 -0.49
O 5.25620 -2.46603 -0.49089 -0.51
H 3.89244 -2.46155 2.70355 0.26
H 4.29087 0.26551 2.93764 0.23
H 4.54329 1.23609 1.37809 0.23
H 2.04047 1.03090 2.69606 0.22
H 1.97669 -0.42873 1.60324 0.19
H 2.91030 1.44294 -0.24165 0.21
H 2.03477 2.54456 0.90449 0.22
H -0.07533 0.79747 0.65038 0.20
H 0.22510 2.20504 -0.42563 0.22
H -0.28127 0.38110 -1.96404 0.22
H 1.48864 0.74068 -2.08505 0.21
H 1.04339 -1.70067 -2.18946 0.22
H 2.08968 -1.26854 -0.76987 0.20
H 0.02206 -1.44528 0.81665 0.24
H 0.58056 -2.95532 0.02644 0.23
H -4.39562 -0.18922 2.58418 0.22
Cl -0.32612 3.04208 3.56943 -0.06
C 0.21157 4.67570 3.10220 -0.39
C -0.36131 5.10439 1.77068 -0.39
Cl 0.32239 4.16747 0.41763 -0.05
H 1.30114 4.68229 3.08969 0.22
H -0.12453 5.35626 3.88512 0.23
H -0.12211 6.15219 1.58504 0.23
H -1.44482 4.99364 1.74487 0.23
Cl -3.86922 -2.75564 -3.16386 -0.05
C -5.58464 -2.63147 -3.61337 -0.39
C -5.80860 -1.65618 -4.74694 -0.39
Cl -5.51302 0.02983 -4.25255 -0.06
H -6.14665 -2.34782 -2.72322 0.23
H -5.90604 -3.62893 -3.91605 0.22
H -6.84532 -1.71019 -5.08137 0.22
H -5.16443 -1.87625 -5.59762 0.22
```


How do the records compare in LUMO? In the order shown, they have -0.09; -0.46 eV.
How do the records compare in gap between HOMO and LUMO? In the order shown, they have 9.5; 8.2 eV.